{
  "formula": "C60H48BrN10O3S2Zr",
  "method": "ωB97M-V with the def2-TZVPD basis set",
  "homo_energy_ha": -0.138,
  "homo_lumo_gap_ha": 0.15562,
  "total_energy_ev": -177047.593,
  "lumo_ha": 0.0177,
  "total_charge": -1,
  "elements": ["Zr", "C", "C", "C", "C", "C", "N", "C", "C", "C", "C", "C", "C", "C", "C", "N", "C", "N", "C", "N", "C", "N", "C", "N", "C", "N", "C", "C", "C", "C", "C", "C", "C", "C", "C", "C", "C", "C", "C", "C", "N", "H", "H", "H", "H", "H", "H", "H", "H", "H", "H", "H", "H", "H", "H", "H", "H", "O", "C", "O", "C", "C", "C", "C", "C", "C", "S", "H", "H", "H", "H", "C", "C", "C", "C", "C", "C", "C", "Br", "C", "O", "C", "C", "C", "C", "C", "C", "H", "H", "H", "H", "H", "H", "H", "H", "H", "H", "H", "H", "H", "H", "H", "H", "H", "H", "H", "H", "N", "C", "S", "N", "C", "C", "C", "C", "C", "C", "H", "H", "H", "H", "H", "H", "H", "H"],
  "coordinates": [[-0.476, -1.271, -0.963], [5.526, -3.437, 0.918], [4.811, -4.355, 1.709], [3.451, -4.528, 1.551], [2.812, -3.762, 0.579], [1.426, -3.635, 0.184], [0.449, -4.233, 0.855], [-0.817, -4.023, 0.630], [-1.869, -4.786, 1.275], [-1.855, -5.698, 2.325], [-3.059, -6.267, 2.690], [-4.250, -5.954, 2.014], [-4.260, -5.056, 0.965], [-3.050, -4.467, 0.614], [-2.705, -3.501, -0.412], [-3.570, -3.113, -1.335], [-3.229, -2.319, -2.317], [-1.983, -1.818, -2.605], [-2.068, -1.206, -3.826], [-1.089, -0.733, -4.554], [0.167, -0.740, -4.135], [0.657, -1.187, -2.952], [2.029, -1.008, -2.971], [2.896, -1.443, -2.097], [2.557, -2.276, -1.117], [1.313, -2.761, -0.852], [3.525, -2.868, -0.220], [4.896, -2.687, -0.056], [2.413, -0.344, -4.205], [3.640, 0.079, -4.702], [3.658, 0.626, -5.972], [2.486, 0.734, -6.737], [1.266, 0.316, -6.238], [1.248, -0.212, -4.953], [-3.447, -1.234, -4.307], [-4.051, -0.676, -5.422], [-5.421, -0.837, -5.546], [-6.160, -1.537, -4.582], [-5.545, -2.100, -3.476], [-4.174, -1.934, -3.359], [-1.381, -3.191, -0.328], [6.589, -3.315, 1.083], [5.339, -4.921, 2.465], [2.891, -5.223, 2.161], [-0.932, -5.934, 2.837], [-3.090, -6.969, 3.513], [-5.173, -6.427, 2.322], [-5.168, -4.804, 0.434], [5.437, -1.977, -0.666], [4.537, -0.006, -4.105], [4.593, 0.976, -6.389], [2.542, 1.156, -7.732], [0.355, 0.393, -6.815], [-3.472, -0.113, -6.140], [-5.937, -0.399, -6.391], [-7.232, -1.629, -4.704], [-6.104, -2.633, -2.719], [-3.727, -0.376, -0.654], [-2.976, 0.147, 0.172], [-1.681, -0.014, 0.091], [-3.556, 0.963, 1.278], [-4.949, 0.820, 1.427], [-5.672, 1.518, 2.365], [-4.981, 2.407, 3.199], [-3.624, 2.558, 3.080], [-2.832, 1.844, 2.132], [-1.140, 2.141, 2.107], [-5.447, 0.125, 0.764], [-6.741, 1.377, 2.460], [-5.518, 2.972, 3.954], [-3.091, 3.238, 3.732], [3.592, 3.867, 3.847], [4.003, 3.375, 2.452], [3.979, 4.572, 1.500], [5.431, 2.818, 2.505], [3.054, 2.273, 1.991], [2.406, 2.304, 0.765], [1.589, 1.250, 0.423], [0.661, 1.384, -1.232], [1.332, 0.126, 1.214], [0.618, -0.875, 0.718], [1.911, 0.143, 2.497], [2.781, 1.184, 2.811], [1.591, -0.846, 3.627], [2.865, -1.611, 4.016], [0.504, -1.866, 3.281], [1.069, -0.048, 4.835], [4.189, 4.736, 4.133], [3.739, 3.097, 4.606], [2.538, 4.149, 3.856], [4.633, 5.357, 1.885], [2.972, 4.981, 1.404], [4.334, 4.299, 0.505], [6.131, 3.582, 2.854], [5.746, 2.486, 1.514], [5.491, 1.962, 3.179], [2.505, 3.130, 0.077], [3.253, 1.154, 3.784], [3.325, -2.066, 3.137], [2.618, -2.409, 4.722], [3.602, -0.960, 4.489], [0.853, -2.591, 2.550], [-0.389, -1.379, 2.890], [0.233, -2.408, 4.191], [1.781, 0.700, 5.181], [0.870, -0.732, 5.664], [0.142, 0.465, 4.571], [-4.267, 2.457, -1.654], [-2.976, 2.765, -1.923], [-2.175, 2.037, -3.204], [-2.419, 3.639, -1.054], [-1.198, 4.342, -1.087], [-0.829, 4.977, 0.098], [0.343, 5.705, 0.168], [1.168, 5.818, -0.945], [0.792, 5.194, -2.124], [-0.384, 4.460, -2.207], [-4.549, 1.564, -2.035], [-4.595, 2.597, -0.706], [-2.902, 3.735, -0.169], [-1.447, 4.861, 0.979], [0.620, 6.173, 1.104], [2.090, 6.381, -0.890], [1.423, 5.268, -3.001], [-0.655, 3.969, -3.128]],
  "atomic_forces_ev_per_a": [[0.9, -0.4, 0.3], [0.0, 0.0, 0.0], [0.0, 0.0, 0.0], [0.0, 0.0, 0.0], [0.0, 0.0, 0.0], [0.1, 0.1, 0.0], [-0.1, 0.0, 0.0], [0.1, -0.1, -0.1], [0.0, 0.1, 0.0], [0.0, 0.0, 0.0], [0.0, 0.0, 0.0], [0.0, 0.0, 0.0], [0.0, 0.0, 0.0], [0.0, -0.1, 0.0], [0.1, -0.1, -0.1], [-0.1, 0.1, 0.1], [0.1, -0.2, 0.0], [-0.3, 0.3, 0.0], [0.1, -0.2, -0.1], [-0.1, 0.1, 0.0], [0.1, 0.0, 0.1], [-0.2, 0.2, -0.2], [0.1, -0.1, 0.1], [-0.1, 0.0, -0.1], [0.0, -0.1, -0.2], [-0.1, -0.1, 0.3], [0.0, 0.0, 0.0], [0.0, 0.0, 0.0], [0.0, 0.0, 0.0], [0.0, 0.0, 0.0], [0.0, 0.0, 0.0], [0.0, 0.0, 0.0], [0.0, 0.0, 0.0], [0.0, -0.1, 0.0], [0.0, 0.0, 0.0], [0.0, 0.0, 0.0], [0.0, 0.0, 0.0], [0.0, 0.0, 0.0], [0.0, -0.1, 0.0], [-0.1, 0.1, 0.0], [-0.2, -0.1, 0.2], [0.0, 0.0, 0.0], [0.0, 0.0, 0.0], [0.0, 0.0, 0.0], [0.0, 0.0, 0.0], [0.0, 0.0, 0.0], [0.0, 0.0, 0.0], [0.0, 0.0, 0.0], [0.0, 0.0, 0.0], [0.0, 0.0, 0.0], [0.0, 0.0, 0.0], [0.0, 0.0, 0.0], [0.0, 0.0, 0.0], [0.0, 0.0, 0.0], [0.0, 0.0, 0.0], [0.0, 0.0, 0.0], [0.0, 0.0, 0.0], [-0.1, 0.2, 0.0], [-0.4, 0.0, -0.2], [-0.7, -0.3, -0.1], [0.1, 0.0, 0.0], [0.0, 0.0, 0.0], [0.0, 0.0, 0.0], [0.0, 0.0, 0.0], [0.0, 0.0, 0.0], [0.0, 0.0, 0.0], [0.0, 0.1, 0.1], [0.0, 0.0, 0.0], [0.0, 0.0, 0.0], [0.0, 0.0, 0.0], [0.0, 0.0, 0.0], [0.0, 0.0, 0.0], [0.0, 0.0, 0.0], [0.0, 0.0, 0.0], [0.0, 0.0, 0.0], [0.0, 0.0, 0.0], [0.0, 0.0, 0.1], [0.0, 0.0, -0.2], [0.2, 0.2, 0.1], [0.1, 0.1, 0.1], [0.3, 0.3, -0.3], [0.0, 0.0, 0.1], [0.0, 0.0, 0.0], [0.0, 0.0, 0.0], [0.0, 0.0, 0.0], [0.0, 0.0, -0.1], [0.0, 0.0, 0.0], [0.0, 0.0, 0.0], [0.0, 0.0, 0.0], [0.0, 0.0, 0.0], [0.0, 0.0, 0.0], [0.0, 0.0, 0.0], [0.0, 0.0, 0.0], [0.0, 0.0, 0.0], [0.0, 0.0, 0.0], [0.0, 0.0, 0.0], [0.0, 0.0, 0.0], [0.0, 0.0, 0.0], [0.0, 0.0, 0.0], [0.0, 0.0, 0.0], [0.0, 0.0, 0.0], [0.0, 0.0, 0.0], [0.0, 0.0, 0.0], [0.0, 0.0, 0.0], [0.0, 0.0, 0.0], [0.0, 0.0, 0.0], [0.0, 0.0, 0.0], [-0.1, -0.2, 0.0], [0.5, -0.1, 0.1], [-0.3, -0.1, -0.3], [-0.2, 0.1, 0.1], [0.1, 0.0, 0.0], [0.0, 0.0, 0.0], [0.0, 0.0, 0.0], [0.0, 0.0, 0.0], [0.0, 0.0, 0.0], [0.0, 0.1, -0.1], [0.0, 0.0, 0.0], [0.0, 0.0, 0.0], [0.0, 0.0, 0.0], [0.0, 0.0, 0.0], [0.0, 0.0, 0.0], [0.0, 0.0, 0.0], [0.0, 0.0, 0.0], [0.0, 0.1, 0.0]]
}

***

{
  "formula": "C3H12O4",
  "method": "ωB97M-V with the def2-TZVPD basis set",
  "homo_energy_ha": [-0.492, -0.492],
  "homo_lumo_gap_ha": [0.37136, 0.12332],
  "total_energy_ev": -11483.503,
  "spin_multiplicity": 2,
  "lumo_ha": [-0.1208, -0.3688],
  "total_charge": 1,
  "elements": ["C", "O", "C", "C", "O", "H", "H", "H", "H", "H", "H", "H", "H", "H", "H", "O", "H", "H", "O"],
  "coordinates": [[0.206, -1.217, -2.262], [-0.670, -1.834, -3.219], [-0.535, 0.163, -2.001], [0.218, 1.146, -1.080], [0.157, 0.400, 0.142], [0.312, -1.918, -1.422], [1.341, -1.212, -2.390], [-0.269, -1.832, -4.144], [-0.880, 0.611, -3.027], [-1.556, -0.117, -1.559], [1.228, 1.143, -1.356], [-0.402, 2.096, -0.959], [0.850, 0.546, 0.690], [2.717, -0.841, 2.503], [3.864, -0.084, 3.343], [3.123, 0.063, 2.645], [-3.423, 0.495, 5.276], [-2.759, 1.131, 4.091], [-3.522, 1.260, 4.728]],
  "atomic_forces_ev_per_a": [[1.2, -0.8, -0.3], [2.3, 1.1, -0.2], [-3.6, 0.0, -2.1], [-1.4, -2.6, 1.9], [-3.9, 0.3, -2.9], [-1.5, 0.4, 0.8], [-1.4, 0.7, -1.5], [-0.5, -0.1, 1.2], [1.2, -0.5, 1.8], [1.6, 0.4, -0.3], [1.5, 1.3, -0.6], [0.8, -0.9, -0.6], [3.9, 0.8, 2.7], [0.9, 1.5, 0.5], [-2.0, 0.3, -1.9], [1.0, -1.8, 1.3], [-0.2, -0.7, 0.8], [-1.4, 0.5, 1.0], [1.6, 0.2, -1.8]]
}

***

{
  "formula": "C4H11O",
  "method": "ωB97M-V with the def2-TZVPD basis set",
  "homo_energy_ha": -0.077,
  "homo_lumo_gap_ha": 0.23025,
  "total_energy_ev": -6373.007,
  "lumo_ha": 0.1536,
  "total_charge": -1,
  "elements": ["C", "O", "H", "H", "H", "C", "C", "C", "H", "H", "H", "H", "H", "H", "H", "H"],
  "coordinates": [[-0.035, 2.453, -0.967], [-1.218, 2.007, -0.552], [0.711, 2.727, -0.159], [-0.052, 3.420, -1.545], [0.572, 1.766, -1.607], [0.871, -0.972, -0.514], [0.335, -1.473, 0.825], [-1.093, -0.962, 1.076], [1.912, -1.315, -0.630], [0.270, -1.461, -1.287], [0.739, 0.105, -0.587], [0.334, -2.568, 0.873], [0.987, -1.139, 1.653], [-1.369, -1.129, 2.121], [-1.785, -1.553, 0.489], [-1.181, 0.093, 0.813]],
  "atomic_forces_ev_per_a": [[0.4, 0.8, 0.2], [-0.2, -0.4, 0.2], [0.0, -0.1, 0.2], [-0.1, -0.1, -0.2], [0.0, -0.1, -0.3], [-0.1, -0.9, 0.4], [-0.2, 0.4, 0.5], [0.5, -0.4, 0.4], [-0.2, 0.4, -0.2], [0.1, 0.3, -0.2], [0.2, -0.1, -0.1], [0.1, 0.0, -0.1], [-0.1, 0.0, -0.3], [0.0, 0.1, 0.1], [-0.3, 0.0, -0.4], [-0.1, 0.2, -0.1]]
}

***

{
  "formula": "C5H10N2O",
  "method": "ωB97M-V with the def2-TZVPD basis set",
  "homo_energy_ha": [-0.307, -0.307],
  "homo_lumo_gap_ha": [0.28932, 0.28935],
  "total_energy_ev": -10371.248,
  "lumo_ha": [-0.0179, -0.0180],
  "total_charge": 0,
  "elements": ["C", "C", "C", "C", "C", "N", "N", "O", "H", "H", "H", "H", "H", "H", "H", "H", "H", "H"],
  "coordinates": [[-0.945, 0.867, 0.474], [1.610, -1.844, -0.623], [-0.152, 2.066, -0.022], [-0.326, 0.021, 1.455], [-1.361, -0.044, -1.011], [-0.402, -0.899, -1.263], [0.170, -1.666, -0.384], [-2.362, 0.314, -1.572], [-1.981, 1.108, 0.706], [2.043, -2.319, 0.257], [2.121, -0.900, -0.830], [1.733, -2.508, -1.478], [-0.068, 2.813, 0.771], [0.856, 1.768, -0.316], [-0.945, -0.344, 2.269], [-0.637, 2.531, -0.880], [0.711, 0.208, 1.722], [-0.065, -1.173, 0.723]],
  "atomic_forces_ev_per_a": [[0.1, -0.2, -0.5], [0.0, 0.1, 0.0], [-0.1, 0.0, 0.0], [0.2, -0.6, -0.5], [-0.5, 0.3, 0.5], [0.9, -0.3, 0.4], [-0.6, 0.2, -0.4], [0.3, -0.1, 0.1], [0.0, 0.0, 0.0], [0.0, 0.0, 0.0], [-0.1, 0.0, 0.0], [0.0, 0.0, 0.0], [0.0, 0.0, 0.0], [0.0, 0.0, 0.0], [0.0, -0.1, -0.1], [0.0, 0.0, 0.0], [0.0, 0.2, 0.1], [-0.2, 0.6, 0.3]]
}

***

{
  "formula": "C5H40N2O14",
  "method": "ωB97M-V with the def2-TZVPD basis set",
  "homo_energy_ha": -0.331,
  "homo_lumo_gap_ha": 0.32669,
  "total_energy_ev": -37480.267,
  "lumo_ha": -0.0047,
  "total_charge": 0,
  "elements": ["C", "N", "C", "O", "C", "C", "C", "N", "H", "H", "H", "H", "H", "H", "H", "H", "H", "H", "H", "H", "H", "H", "H", "H", "O", "H", "H", "O", "H", "H", "O", "H", "H", "O", "H", "H", "O", "H", "H", "O", "H", "H", "O", "H", "H", "O", "H", "H", "O", "H", "H", "O", "H", "H", "O", "H", "H", "O", "H", "H", "O"],
  "coordinates": [[0.718, 0.482, 0.836], [0.377, -0.942, 0.737], [1.337, -1.787, 0.079], [0.640, -2.776, -0.730], [0.438, 1.259, -0.454], [-0.997, 1.786, -0.517], [-1.389, 2.732, 0.597], [1.397, 2.356, -0.634], [0.101, 0.872, 1.645], [1.773, 0.615, 1.125], [0.045, -1.336, 1.590], [1.961, -1.305, -0.678], [1.916, -2.394, 0.794], [-0.220, -3.008, -0.344], [0.586, 0.586, -1.309], [-1.151, 2.287, -1.467], [-1.675, 0.950, -0.589], [-0.802, 3.659, 0.662], [-2.459, 3.010, 0.515], [-1.361, 2.302, 1.587], [2.353, 2.040, -0.613], [1.306, 3.055, 0.092], [0.307, 3.243, 1.730], [-0.407, 3.498, 3.096], [0.372, 3.117, 2.682], [2.866, 0.870, 2.350], [4.357, 0.570, 2.267], [3.654, 1.005, 1.769], [-0.394, 1.796, -4.230], [-0.009, 2.895, -3.242], [-0.444, 2.762, -4.095], [4.317, 1.673, -1.085], [3.534, 0.928, 0.036], [3.642, 1.008, -0.936], [-3.911, -0.560, -1.488], [-4.031, -0.571, 0.042], [-4.534, -0.387, -0.770], [-0.426, -4.295, 2.263], [-1.364, -3.473, 1.399], [-1.084, -3.598, 2.327], [-1.828, -2.463, -0.997], [-2.524, -2.289, 0.397], [-2.029, -2.928, -0.149], [0.809, 0.209, 3.211], [1.086, 1.697, 3.286], [1.529, 0.818, 3.408], [0.811, 0.045, -3.835], [-0.618, -0.505, -3.575], [-0.096, 0.070, -4.173], [-1.394, -1.003, 4.295], [-1.103, -2.030, 3.112], [-1.224, -1.089, 3.357], [-0.330, -1.866, -1.933], [-1.159, -2.520, -3.091], [-1.184, -1.783, -2.472], [-2.516, -0.918, 2.120], [-3.985, -1.461, 2.095], [-3.260, -1.167, 1.530], [3.098, -0.399, -3.536], [2.684, 0.294, -2.217], [2.349, -0.263, -2.947]],
  "atomic_forces_ev_per_a": [[-0.1, -0.6, -0.3], [0.5, 0.6, -1.1], [-1.1, -1.4, -0.1], [0.4, 0.1, -0.4], [0.3, 0.2, -0.1], [0.4, 0.1, -0.5], [-1.5, 0.2, 0.1], [-1.0, 0.8, 0.1], [0.0, 0.1, -0.3], [-1.0, -0.1, -0.5], [0.1, -0.1, 0.5], [0.1, 0.4, 0.6], [0.3, 0.5, -0.1], [0.2, 0.2, 0.5], [-0.1, 0.0, 0.1], [0.2, 0.2, -0.2], [-0.3, -0.4, 0.4], [-0.3, 0.0, -0.7], [0.6, 0.2, -0.4], [0.0, -0.5, 0.0], [-0.4, 0.1, -0.2], [-0.1, 0.1, -0.1], [-0.1, 0.1, 0.4], [0.0, 0.1, -0.2], [0.9, 0.3, 0.9], [0.1, 0.2, 0.1], [0.1, 0.1, -0.2], [0.3, -0.2, 0.5], [-0.1, 0.0, 0.0], [0.0, 0.0, -0.2], [0.1, 0.2, 0.2], [0.2, 0.0, 0.0], [0.6, -0.1, 0.1], [0.7, -0.5, 0.0], [-0.2, 0.1, 0.1], [-0.2, 0.2, -0.3], [0.2, 0.0, 0.0], [0.1, -0.1, 0.3], [-0.2, 0.0, -0.1], [0.1, 0.0, -0.1], [-0.5, -0.2, 0.3], [-0.1, 0.0, -0.1], [-0.1, -0.1, -0.3], [0.1, -0.3, 0.2], [0.5, -0.4, 0.1], [-0.2, 0.4, 0.8], [0.1, -0.1, 0.1], [0.3, 0.4, -0.3], [-0.5, -0.2, -0.1], [0.0, -0.3, 0.2], [0.0, -0.3, 0.4], [0.2, 0.5, -0.4], [-0.8, -0.2, -0.7], [0.1, -0.1, -0.1], [0.7, 0.0, 0.8], [-0.3, 0.0, 0.1], [0.2, 0.0, 0.0], [0.1, 0.1, 0.3], [0.0, 0.0, 0.1], [0.1, -0.1, -0.3], [0.0, 0.0, 0.1]]
}